Computed, not measured: an isolated molecule of C15H27FN2O4S, with wB97M-V/def2-TZVPD.

Geometry as XYZ:
```
50
C15H27FN2O4S, DFT wB97M-V/def2-TZVPD
C -2.45 -0.85 3.83
C -2.11 0.29 2.89
N -1.95 -0.19 1.51
C -0.96 0.50 0.67
C -0.01 -0.53 0.07
C 0.95 -0.06 -1.06
C 0.60 -0.80 -2.35
C 0.78 -2.32 -2.26
C -0.53 -3.13 -2.25
S -0.48 -4.29 -0.85
C 0.92 1.45 -1.31
N 1.87 1.86 -2.34
C 1.95 3.30 -2.50
O 2.33 -0.48 -0.78
C 3.21 0.22 -0.04
O 4.35 0.31 -0.37
C 2.75 0.87 1.27
C 3.80 0.67 2.35
O 4.28 1.50 3.04
F 4.18 -0.63 2.43
C -3.18 -0.33 0.79
C -4.13 0.86 0.72
O -3.43 -1.33 0.19
H -3.33 -1.39 3.47
H -1.63 -1.57 3.86
H -2.65 -0.48 4.83
H -1.17 0.76 3.18
H -2.89 1.07 2.97
H -1.47 1.06 -0.13
H -0.44 1.24 1.28
H 0.58 -0.96 0.88
H -0.62 -1.35 -0.30
H 1.18 -0.37 -3.16
H -0.45 -0.56 -2.55
H 1.37 -2.57 -1.37
H 1.38 -2.64 -3.11
H -0.65 -3.70 -3.17
H -1.40 -2.47 -2.13
H -1.56 -5.02 -1.18
H 1.06 2.02 -0.38
H -0.09 1.70 -1.66
H 2.78 1.48 -2.14
H 1.22 3.65 -3.24
H 1.78 3.84 -1.56
H 2.95 3.57 -2.86
H 1.81 0.47 1.64
H 2.66 1.94 1.13
H -5.09 0.57 1.15
H -3.76 1.75 1.23
H -4.30 1.08 -0.33
```

Computed properties:
electronic energy: -40715.40459 eV
E_HOMO: -8.9 eV
SMILES string: CCN(CC[C@@](CCCS)(CNC)OC(=O)CC(=O)F)C(C)=O
strongest force on any atom: 0.7 eV/Å
charge: 0
gap between HOMO and LUMO: 9.3 eV

=====

Computed, not measured: a structure of composition C15H27N3NaO3 in a non-equilibrium geometry, with wB97M-V/def2-TZVPD.

Geometry as XYZ:
```
49
C15H27N3NaO3, DFT wB97M-V/def2-TZVPD
C -1.02 -1.88 -3.38
C -1.18 -1.20 -4.68
H -0.84 -2.95 -3.52
H -1.73 -1.59 -2.63
C -1.20 0.19 -4.60
C -0.80 0.76 -3.40
H -0.86 0.16 -2.47
H -0.57 1.83 -3.29
C -1.34 -1.79 -6.09
H -1.07 -2.85 -6.15
H -0.65 -1.29 -6.82
H -2.34 -1.69 -6.54
C -1.62 1.08 -5.78
H -2.64 0.85 -6.13
H -0.94 0.96 -6.63
H -1.61 2.14 -5.49
Na -0.42 -0.54 2.74
O 0.15 -0.78 0.40
C 0.85 -0.23 -0.49
O 1.11 1.04 2.30
C 1.82 1.30 1.33
O 2.82 2.18 1.48
N 1.78 0.79 0.03
C 3.54 2.37 0.23
C 2.74 1.55 -0.77
H 4.56 1.97 0.31
H 3.56 3.45 -0.02
H 3.39 0.86 -1.31
H 2.22 2.21 -1.47
C 0.89 -0.54 -1.86
C 0.43 -1.73 -2.56
H 1.58 0.15 -2.37
H 0.46 -2.62 -1.90
H 1.16 -2.02 -3.40
N 0.53 -1.23 5.00
C -0.51 -1.38 6.05
C -1.01 -0.04 6.64
C -1.13 1.10 5.61
N -1.90 0.76 4.36
H 1.22 -0.55 5.34
H 1.02 -2.13 4.92
H -1.35 -1.93 5.61
H -0.17 -2.02 6.89
H -1.99 -0.21 7.12
H -0.29 0.28 7.42
H -1.56 1.98 6.12
H -0.12 1.37 5.28
H -2.21 1.63 3.95
H -2.76 0.25 4.64
```

Computed properties:
electronic energy: -31015.78045 eV
E_HOMO (alpha / beta): -10.2 / -11.0 eV
strongest force on any atom: 3.5 eV/Å
charge: +1
gap between HOMO and LUMO (alpha / beta): 5.9 / 7.6 eV

=====

Computed, not measured: a cluster of 2 separate species, C15H27N3O2 in total in a non-equilibrium geometry, with wB97M-V/def2-TZVPD.

Geometry as XYZ:
```
47
C15H27N3O2, DFT wB97M-V/def2-TZVPD
O 2.88 -0.45 1.67
C 2.94 -0.93 0.32
C 2.77 -2.45 -0.02
C 2.82 -2.90 -1.50
C 3.00 -1.95 -2.69
C 3.20 -0.43 -2.36
C 3.16 0.04 -0.90
C 3.32 1.59 -0.51
N 2.03 2.08 0.11
C 1.04 2.36 -0.99
C -0.32 3.04 -0.46
C -1.58 2.17 -0.94
C -2.34 1.36 0.22
C -2.91 -0.08 -0.27
N -1.84 -1.12 -0.45
C -0.55 -0.78 0.24
C -0.71 0.06 1.60
N -1.59 1.26 1.51
H 2.47 -1.15 2.21
H 2.61 -3.18 0.83
H 2.70 -4.02 -1.69
H 3.01 -2.31 -3.78
H 3.37 0.33 -3.20
H 4.19 1.64 0.24
H 3.61 2.20 -1.44
H 2.29 3.03 0.45
H 0.86 1.42 -1.62
H 1.57 3.11 -1.70
H -0.39 4.05 -1.02
H -0.31 3.31 0.65
H -1.29 1.42 -1.76
H -2.33 2.90 -1.44
H -3.29 1.97 0.46
H -3.58 -0.45 0.61
H -3.60 0.01 -1.17
H -2.16 -2.07 -0.15
H -1.63 -1.21 -1.47
H 0.12 -0.26 -0.52
H -0.04 -1.77 0.53
H 0.35 0.45 1.86
H -1.03 -0.58 2.50
H -2.34 1.11 2.22
C -4.12 -2.54 2.75
O -4.97 -1.72 2.12
H -3.18 -2.09 3.15
H -4.49 -3.06 3.65
H -3.71 -3.39 2.16
```

Computed properties:
electronic energy: -24548.68760 eV
E_HOMO: -5.4 eV
strongest force on any atom: 4.1 eV/Å
charge: 0
gap between HOMO and LUMO: 5.0 eV

=====

Computed, not measured: a cluster of 3 separate species, C15H27N3O2P in total, with wB97M-V/def2-TZVPD.

Geometry as XYZ:
```
48
C15H27N3O2P, DFT wB97M-V/def2-TZVPD
C 2.38 0.53 -1.20
C 1.96 0.80 -2.64
C 0.65 1.58 -2.72
N -0.50 0.64 -2.63
P -2.02 1.20 -2.78
C -2.30 2.56 -1.66
C -3.79 2.84 -1.45
C -3.20 -0.13 -2.53
C -3.31 -0.66 -1.11
O -4.34 -0.84 -0.56
O -2.09 -0.88 -0.59
H 3.14 -0.25 -1.16
H 2.81 1.42 -0.73
H 1.54 0.19 -0.60
H 1.84 -0.14 -3.17
H 2.73 1.35 -3.18
H 0.57 2.24 -1.85
H 0.60 2.20 -3.62
H -0.31 -0.20 -3.17
H -2.29 1.68 -4.07
H -1.79 2.32 -0.73
H -1.81 3.44 -2.09
H -4.32 2.97 -2.40
H -3.91 3.76 -0.88
H -4.28 2.03 -0.90
H -4.19 0.23 -2.82
H -2.93 -0.94 -3.21
H -2.20 -1.22 0.32
N 3.57 1.18 2.24
C 2.78 0.15 2.68
C 3.59 -0.88 3.05
C 4.94 -0.46 2.83
C 4.89 0.81 2.33
H 3.25 2.07 1.92
H 1.71 0.25 2.70
H 3.27 -1.83 3.45
H 5.83 -1.03 3.02
H 5.68 1.49 2.04
N -1.48 -2.12 2.84
C -1.83 -3.37 3.27
C -0.78 -4.21 3.03
C 0.25 -3.44 2.43
C -0.20 -2.15 2.33
H -2.05 -1.30 2.93
H -2.80 -3.56 3.71
H -0.75 -5.26 3.27
H 1.22 -3.79 2.12
H 0.27 -1.27 1.94
```

Computed properties:
electronic energy: -33841.03573 eV
E_HOMO: -10.2 eV
strongest force on any atom: 0.5 eV/Å
charge: +1
gap between HOMO and LUMO: 7.5 eV

=====

Computed, not measured: an isolated molecule of C15H27NO5Si in a non-equilibrium geometry, with wB97M-V/def2-TZVPD.

Geometry as XYZ:
```
49
C15H27NO5Si, DFT wB97M-V/def2-TZVPD
C 0.51 3.88 -1.39
C -0.05 3.95 -2.60
C -1.49 3.67 -2.89
O -2.12 2.63 -2.18
C -1.70 1.39 -2.66
C -1.27 0.51 -1.51
C -2.41 0.18 -0.63
N -2.09 -0.10 0.81
C -1.72 1.03 1.74
C -0.42 0.85 2.53
O 0.67 0.59 1.75
Si 0.82 0.26 0.08
C 2.58 0.32 -0.30
O -0.15 1.20 -0.94
O 0.26 -1.33 -0.21
C -0.36 -1.90 0.95
C -0.22 -3.50 0.94
O 0.99 -4.01 1.47
C 2.14 -3.60 0.70
C 2.76 -2.40 1.44
C 3.81 -2.60 2.17
C -1.91 -1.60 1.13
H -0.13 3.61 -0.57
H 1.47 4.04 -1.03
H 0.55 4.22 -3.51
H -2.07 4.57 -2.65
H -1.59 3.47 -3.99
H -0.91 1.57 -3.35
H -2.53 0.88 -3.21
H -0.82 -0.44 -1.94
H -3.00 -0.64 -1.03
H -3.11 1.01 -0.64
H -1.60 1.98 1.15
H -2.58 1.35 2.36
H -0.54 -0.01 3.18
H -0.23 1.71 3.11
H 3.20 0.26 0.62
H 2.91 -0.34 -1.06
H 2.83 1.29 -0.75
H 0.17 -1.50 1.89
H -0.41 -3.87 -0.11
H -1.09 -3.92 1.48
H 1.95 -3.35 -0.32
H 2.88 -4.42 0.68
H 2.33 -1.43 1.40
H 4.17 -3.58 2.22
H 4.29 -1.92 2.88
H -2.59 -2.32 0.62
H -2.19 -1.64 2.16
```

Computed properties:
electronic energy: -35597.14606 eV
E_HOMO: -8.1 eV
SMILES string: C=CCOC[C@@H]1CN2CCO[Si](C)(O1)O[C@H](COCC=C)C2
strongest force on any atom: 3.6 eV/Å
charge: 0
gap between HOMO and LUMO: 8.9 eV